Record 1
# C6H13N3

A cluster of 3 separate species, C6H13N3 in total in a non-equilibrium geometry (ωB97M-V/def2-TZVPD, the OMol25 dataset).

Last column: Löwdin charge in e.
Atoms and positions in Å:
1 N -0.9097 -1.3905 0.7515  0.1835
2 N 0.3742 1.8555 0.3466  0.0404
3 N -0.1608 0.7243 -0.2475  -0.0250
4 C -3.3542 0.2767 -0.5842  -0.1870
5 C 2.0667 -1.3606 -1.3988  -0.0398
6 C -2.4996 1.0274 0.3685  -0.1183
7 C 1.9319 -0.7108 -0.2601  -0.1976
8 C -0.5008 -0.3084 0.3568  -0.3698
9 C 2.9633 -0.4852 0.7873  -0.1312
10 H 2.6493 -0.8828 1.7578  0.0708
11 H 3.9277 -0.9549 0.5295  0.0793
12 H -0.2184 -2.1366 0.6803  0.0769
13 H 1.0065 1.6158 1.1039  0.0753
14 H -2.5573 0.7842 1.4228  0.0545
15 H -2.2467 2.0543 0.1464  0.0422
16 H -3.0042 0.3882 -1.6137  0.0669
17 H 1.2602 -1.4523 -2.1218  0.0475
18 H -4.3886 0.6565 -0.5624  0.0676
19 H -3.3951 -0.7850 -0.3384  0.0553
20 H 0.8844 2.3472 -0.3754  0.0892
21 H 3.0092 -1.8462 -1.6836  0.0583
22 H 3.1617 0.5832 0.9346  0.0612

The HOMO-LUMO gap (spin up / spin down) is 8.83 / 6.81 eV. The value obtained for the relative energy (zero: lowest compared OMol25 entry of this formula, charge and spin) is 7.678 eV. As for the multiplicity: 1.


Record 2
# C6H13N3

An isolated molecule of C6H13N3 in a non-equilibrium geometry (ωB97M-V/def2-TZVPD, the OMol25 dataset).

Last column: Löwdin charge in e.
Atoms and positions in Å:
1 N -0.8246 1.4818 0.5984  -0.0327
2 N 1.7298 0.1420 1.3122  0.1462
3 N 2.2845 -0.5562 -0.7901  0.1388
4 C -1.0605 0.2113 0.3337  -0.3700
5 C -0.0383 -0.6770 -0.1664  -0.2371
6 C -0.3971 -1.9182 -0.9392  -0.0709
7 C -2.3763 -0.3384 0.8415  -0.0497
8 C 1.2811 -0.2736 0.0885  -0.4002
9 C -0.0956 2.3604 -0.2837  -0.1799
10 H -0.7190 3.2235 -0.5518  0.0644
11 H 0.2336 -2.0947 -1.8152  0.0609
12 H 0.2306 1.8916 -1.2233  0.0687
13 H 2.7283 0.2077 1.4656  0.1063
14 H -3.1581 -0.1185 0.1067  0.0785
15 H -2.6533 0.1591 1.7751  0.0746
16 H 2.0056 -0.6275 -1.7589  0.1050
17 H -1.4146 -1.8705 -1.3345  0.0743
18 H 0.7847 2.7642 0.2311  0.0586
19 H -0.3322 -2.7988 -0.2895  0.0781
20 H 3.1464 -0.0489 -0.6284  0.1014
21 H -2.3481 -1.4123 1.0362  0.0667
22 H 0.9931 0.2929 1.9919  0.1181

The structure (SMILES) is C/N=C(/C)C(C)=C(N)N. The HOMO-LUMO gap is 7.48 eV. The value obtained for the relative energy (zero: lowest compared OMol25 entry of this formula, charge and spin) is 1.916 eV. As for the multiplicity: 1.


Record 3
# C6H13N3O2

The ion C6H13N3O2 with charge +2 in a non-equilibrium geometry (ωB97M-V/def2-TZVPD, the OMol25 dataset).

Last column: Löwdin charge in e.
Atoms and positions in Å:
1 O -0.5437 -1.5905 1.3944  0.0660
2 O -0.1138 -0.1122 -2.5575  0.0828
3 N 1.8112 1.8581 0.9388  0.1665
4 N 0.4432 1.0714 -0.6642  0.1414
5 N -1.3728 -0.3522 -0.7762  0.1643
6 C 0.7508 1.2088 0.6703  -0.0942
7 C -1.9750 0.0354 0.5015  -0.0494
8 C 0.8964 0.5100 -3.3208  0.0358
9 C -1.2287 -0.5981 1.6068  -0.0278
10 C 0.0196 -2.2259 2.5228  0.0390
11 C -0.2969 0.2037 -1.3341  -0.3566
12 H -0.3216 -1.9467 3.5673  0.1638
13 H 2.3920 2.5020 0.4006  0.1543
14 H 1.0397 -0.0320 -4.2956  0.1591
15 H -1.9141 1.1281 0.5906  0.1539
16 H 1.0400 1.5175 -1.4075  0.1629
17 H 0.4838 1.4250 -3.4536  0.0852
18 H 1.0939 -2.2232 2.3176  0.1311
19 H 2.1303 1.6781 1.8770  0.1287
20 H -1.1481 -0.0769 2.5067  0.1476
21 H -0.0247 -3.2415 2.4030  0.0881
22 H 1.8084 0.4928 -2.7511  0.1093
23 H -1.9246 -1.0236 -1.2503  0.1731
24 H -3.0455 -0.2081 0.5134  0.1751

The net charge is +2. The HOMO-LUMO gap is 8.80 eV. As for the multiplicity: 1.


Record 4
# C6H13N3S

The ion C6H13N3S with charge +2 in a non-equilibrium geometry (ωB97M-V/def2-TZVPD, the OMol25 dataset).

Last column: Löwdin charge in e.
Atoms and positions in Å:
1 S -3.3534 1.3071 -0.2459  1.0766
2 N -2.1463 1.5001 0.6635  -0.3681
3 N -0.6563 -0.6933 0.1229  0.1433
4 N -2.0739 -2.4312 0.3117  0.3030
5 C 1.7036 0.8588 -1.2724  0.0587
6 C 2.0037 0.3683 1.2540  -0.0227
7 C -0.1970 0.5303 -0.0869  0.0757
8 C -1.8949 -1.1552 -0.0149  -0.2913
9 C 1.1164 0.9787 0.2114  -0.3870
10 C -2.9317 -0.4287 -0.7164  -0.2839
11 H 2.1931 -0.7041 1.1486  0.1051
12 H -2.7878 -2.9114 -0.1278  0.1330
13 H -2.4585 -0.3927 -1.6765  0.1171
14 H 1.5680 0.6565 2.2485  0.1277
15 H 1.2287 -0.0433 -1.6167  0.0804
16 H 2.9596 0.8013 1.1484  0.0865
17 H -3.9190 -0.9408 -0.8692  0.1365
18 H 2.7330 0.8252 -0.8542  0.1164
19 H -0.0577 -1.4635 0.5694  0.2293
20 H 0.7685 2.0663 0.4039  0.2006
21 H -2.1101 2.5259 0.9648  0.0958
22 H -1.3760 -2.9678 0.7750  0.1530
23 H 1.4890 1.7754 -1.8346  0.1142

The net charge is +2. The expectation value of S² is 2.01. The HOMO-LUMO gap (spin up / spin down) is 6.83 / 8.58 eV. The value obtained for the relative energy (zero: lowest compared OMol25 entry of this formula, charge and spin) is 0.888 eV. As for the multiplicity: 3.


Number 1: calculated total energy -10895.7338 eV. Number 2: calculated total energy -10901.4958 eV. Number 3: calculated total energy -14977.7778 eV. Number 4: calculated total energy -21715.4042 eV.